(1)
Entry from the OMol25 dataset: a cluster of 3 separate species, C3H11NO4 in total in a non-equilibrium geometry (the ωB97M-V functional and the def2-TZVPD basis).

For the molar mass, the calculation gives 125.1 g mol⁻¹. For the strongest force on any atom, the calculation gives 1.99 eV Å⁻¹. The structure (SMILES) is NCCC(=O)O.O.O. The calculation puts the energy above the lowest of the compared OMol25 structures with the same formula, charge and spin at 36.59 kcal/mol. As for the LUMO energy: 0.51 eV. The HOMO-LUMO gap comes out at 9.77 eV.

Atoms and positions in Å:
N -1.285509 -2.650002 -2.543470
C -2.509643 -2.086774 -1.920352
C -2.344249 -1.009306 -0.858898
C -1.146806 -1.047025 0.027434
O -0.028944 -1.398207 -0.234313
O -1.476019 -0.768672 1.319660
H -0.751903 -3.111735 -1.814687
H -0.678184 -1.909261 -2.882964
H -3.030970 -1.662694 -2.762565
H -3.039278 -2.993118 -1.649477
H -3.272129 -0.766778 -0.340963
H -2.261932 -0.024119 -1.352169
H -0.656960 -0.590278 1.780900
O 4.539645 3.715391 2.622768
H 4.512468 2.855865 3.057303
H 5.223536 4.173416 3.130306
O 2.441357 3.374812 0.646978
H 3.166968 3.368035 1.289369
H 2.049137 4.242555 0.788500

Atoms 1-3, force components in eV/Å:
N -0.067 0.312 0.462
C 1.241 -0.809 -1.280
C -0.413 1.494 -0.627



(2)
Entry from the OMol25 dataset: a cluster of 3 separate species, C21H25N3O10P in total in a non-equilibrium geometry (the ωB97M-V functional and the def2-TZVPD basis).

For the molar mass, the calculation gives 510.4 g mol⁻¹. For the strongest force on any atom, the calculation gives 8.37 eV Å⁻¹. The calculation puts the energy above the lowest of the compared OMol25 structures with the same formula, charge and spin at 212.88 kcal/mol. The net charge is -1. As for the LUMO energy: -0.14 eV. The HOMO-LUMO gap comes out at 4.33 eV.

Atoms and positions in Å:
C -3.177423 2.517854 1.914217
C -4.000976 1.523666 0.904233
N -5.303030 1.149204 1.224362
C -3.380074 0.883397 -0.510968
N -3.124954 -0.584409 -0.263128
P -2.302108 -0.921249 1.268799
O -0.991950 0.171823 1.613037
O -3.386300 -1.133478 2.613312
C -2.569284 -1.314826 -1.450031
C -3.692970 -2.491151 -1.839320
N -5.121643 -1.990314 -1.654146
C -1.153200 -2.096761 -1.239004
O 0.028884 -1.198556 -1.063457
C 1.048322 -1.827973 -0.208717
C 1.572185 -3.379349 -0.286374
O 1.653415 -1.039623 0.722124
C -2.420344 -0.398472 -2.823653
O -3.301061 -0.527037 -3.855026
O -1.380156 0.648568 -3.022697
H -3.020139 1.908151 2.927780
H -3.740848 3.506890 2.199630
H -2.072963 2.749050 1.531715
H -5.686693 0.496835 0.482916
H -4.233256 1.091178 -1.319895
H -2.435577 1.517050 -0.787867
H -0.400693 -0.242495 2.336546
H -4.032942 -1.890121 2.462696
H -3.489361 -2.951699 -2.908260
H -3.534686 -3.371148 -1.071140
H -5.400788 -2.051243 -0.629693
H -5.213191 -0.979277 -1.922366
H -0.934746 -2.670480 -2.263851
H -1.183095 -2.966367 -0.423452
H 2.739601 -3.496097 -0.440325
H 1.351817 -3.858800 0.784568
H 0.994794 -4.058745 -1.055275
C 6.086232 -3.875141 -3.244815
C 7.096784 -3.001487 -3.287686
C 6.972901 -1.656980 -2.690893
O 7.896634 -0.855989 -2.731424
C 5.690348 -1.316110 -2.043844
C 4.679796 -2.189763 -2.000974
C 4.803680 -3.534272 -2.597768
O 3.879946 -4.335262 -2.557236
H 6.160283 -4.865030 -3.678272
H 8.044055 -3.236701 -3.757973
H 5.616297 -0.326220 -1.610388
H 3.732525 -1.954550 -1.530686
C 1.084271 3.755776 2.714904
C 2.094823 4.629431 2.672032
C 1.970940 5.973938 3.268826
O 2.894673 6.774930 3.228295
C 0.688388 6.314808 3.915874
C -0.322165 5.441155 3.958745
C -0.198281 4.096647 3.361952
O -1.122014 3.295655 3.402483
H 1.158323 2.765887 2.281447
H 3.042095 4.394217 2.201745
H 0.614336 7.304698 4.349331
H -1.269436 5.676367 4.429033

Atoms 1-3, force components in eV/Å:
C 0.384 -1.162 0.206
C -4.101 -1.290 0.258
N 5.007 1.367 -1.556



(3)
Entry from the OMol25 dataset: an isolated molecule of C3H9NOS2 in a non-equilibrium geometry (the ωB97M-V functional and the def2-TZVPD basis).

For the molar mass, the calculation gives 139.2 g mol⁻¹. For the strongest force on any atom, the calculation gives 1.30 eV Å⁻¹. The structure (SMILES) is N[C@H](CO)CSS. The calculation puts the energy above the lowest of the compared OMol25 structures with the same formula, charge and spin at 18.43 kcal/mol. As for the LUMO energy: 0.33 eV. The HOMO-LUMO gap comes out at 9.15 eV.

Atoms and positions in Å:
N 1.243856 -0.901079 0.064806
C 1.010720 0.532070 0.234620
C 1.811618 1.024933 1.432324
O 3.200505 0.893661 1.159782
C -0.474811 0.916235 0.490041
S -1.560374 0.530719 -0.997439
S -1.905846 -1.523030 -0.742206
H 0.741020 -1.393874 0.796854
H 0.892020 -1.306888 -0.793078
H 1.400624 0.953080 -0.691108
H 1.513269 0.518044 2.354122
H 1.651846 2.094093 1.556247
H 3.499618 -0.009312 1.307021
H -0.932826 0.302664 1.267910
H -0.511518 1.948036 0.838079
H -3.244725 -1.318917 -0.876152

Atoms 1-3, force components in eV/Å:
N -0.225 -0.393 0.751
C -0.916 -0.620 0.132
C 0.841 -0.010 -0.850



(4)
Entry from the OMol25 dataset: a cluster of 10 separate species, C5H30NO11 in total in a non-equilibrium geometry (the ωB97M-V functional and the def2-TZVPD basis).

For the molar mass, the calculation gives 280.3 g mol⁻¹. For the strongest force on any atom, the calculation gives 3.64 eV Å⁻¹. The spin multiplicity is 2. The calculation puts the energy above the lowest of the compared OMol25 structures with the same formula, charge and spin at 76.72 kcal/mol. As for the LUMO energy (alpha / beta): -0.28 / -5.37 eV. The expectation value of S² is 0.755. The HOMO-LUMO gap (alpha / beta) comes out at 9.93 / 4.84 eV.

Atoms and positions in Å:
C -2.882338 -1.625123 -0.251966
N -1.722841 -0.708129 -0.046196
C -1.558507 0.334332 -1.056618
C -0.036521 0.274342 -1.576202
C 0.046703 1.165708 -2.807244
O 0.664774 0.940944 -0.607951
C -1.867821 1.715337 -0.446988
O -3.276376 1.965439 -0.371776
H -2.402654 -2.591837 -0.188589
H -3.618045 -1.669269 0.551971
H -3.156727 -1.489535 -1.339845
H -1.824127 -0.434316 0.908707
H -2.186061 0.080267 -1.934136
H 0.157797 -0.809426 -1.798295
H 0.409417 2.222732 -2.584213
H 0.901441 0.787358 -3.457468
H -0.946415 1.229192 -3.288766
H 0.443741 0.767942 0.467234
H -1.516608 2.585650 -1.098223
H -1.407297 1.816075 0.500283
H -0.159345 -3.124999 2.380369
H -0.306057 -1.909540 3.293864
O -0.148894 -2.872098 3.300313
H 0.358370 2.701426 1.930114
H -0.184569 4.068287 1.484996
O 0.141764 3.665002 2.281236
H 1.577142 -3.059240 -2.140508
H 2.380843 -1.671153 -2.765474
O 1.940771 -2.548238 -2.845472
H 2.449190 2.883075 0.448483
H 2.463580 1.901397 -0.525315
O 3.078878 2.583900 -0.224400
H 0.928430 -2.303914 0.119870
H 2.811941 -2.135370 1.645191
O 2.064727 -1.515272 1.631490
H -0.549607 -2.202004 -0.133052
H -3.635373 1.185621 -0.814419
O 0.310479 -2.656195 -0.537422
H -0.131191 0.455796 2.706468
H -1.546464 0.142874 2.619293
O -0.850802 -0.215426 3.196726
H 1.536702 1.356103 1.953057
H 2.196359 -0.765038 2.198701
O 0.606873 1.315091 1.760540
H 2.527497 0.038102 -1.224311
H 2.855016 -1.117330 -0.214970
O 3.062209 -0.758561 -1.099071

Atoms 1-3, force components in eV/Å:
C 1.818 -0.862 -1.852
N -2.611 1.192 -1.399
C -0.902 -1.253 1.893



Q: Among the records above, which one has the lowest strongest force on any atom?
A: C3H9NOS2



Repeat the fourth record exactly.
Entry from the OMol25 dataset: a cluster of 10 separate species, C5H30NO11 in total in a non-equilibrium geometry (the ωB97M-V functional and the def2-TZVPD basis).

For the molar mass, the calculation gives 280.3 g mol⁻¹. For the strongest force on any atom, the calculation gives 3.64 eV Å⁻¹. The spin multiplicity is 2. The calculation puts the energy above the lowest of the compared OMol25 structures with the same formula, charge and spin at 76.72 kcal/mol. As for the LUMO energy (alpha / beta): -0.28 / -5.37 eV. The expectation value of S² is 0.755. The HOMO-LUMO gap (alpha / beta) comes out at 9.93 / 4.84 eV.

Atoms and positions in Å:
C -2.882338 -1.625123 -0.251966
N -1.722841 -0.708129 -0.046196
C -1.558507 0.334332 -1.056618
C -0.036521 0.274342 -1.576202
C 0.046703 1.165708 -2.807244
O 0.664774 0.940944 -0.607951
C -1.867821 1.715337 -0.446988
O -3.276376 1.965439 -0.371776
H -2.402654 -2.591837 -0.188589
H -3.618045 -1.669269 0.551971
H -3.156727 -1.489535 -1.339845
H -1.824127 -0.434316 0.908707
H -2.186061 0.080267 -1.934136
H 0.157797 -0.809426 -1.798295
H 0.409417 2.222732 -2.584213
H 0.901441 0.787358 -3.457468
H -0.946415 1.229192 -3.288766
H 0.443741 0.767942 0.467234
H -1.516608 2.585650 -1.098223
H -1.407297 1.816075 0.500283
H -0.159345 -3.124999 2.380369
H -0.306057 -1.909540 3.293864
O -0.148894 -2.872098 3.300313
H 0.358370 2.701426 1.930114
H -0.184569 4.068287 1.484996
O 0.141764 3.665002 2.281236
H 1.577142 -3.059240 -2.140508
H 2.380843 -1.671153 -2.765474
O 1.940771 -2.548238 -2.845472
H 2.449190 2.883075 0.448483
H 2.463580 1.901397 -0.525315
O 3.078878 2.583900 -0.224400
H 0.928430 -2.303914 0.119870
H 2.811941 -2.135370 1.645191
O 2.064727 -1.515272 1.631490
H -0.549607 -2.202004 -0.133052
H -3.635373 1.185621 -0.814419
O 0.310479 -2.656195 -0.537422
H -0.131191 0.455796 2.706468
H -1.546464 0.142874 2.619293
O -0.850802 -0.215426 3.196726
H 1.536702 1.356103 1.953057
H 2.196359 -0.765038 2.198701
O 0.606873 1.315091 1.760540
H 2.527497 0.038102 -1.224311
H 2.855016 -1.117330 -0.214970
O 3.062209 -0.758561 -1.099071

Atoms 1-3, force components in eV/Å:
C 1.818 -0.862 -1.852
N -2.611 1.192 -1.399
C -0.902 -1.253 1.893